[1]
The ion C6H13N2O2 with charge +1 at a distorted geometry. Source: the Open Molecules 2025 dataset; level of theory: ωB97M-V/def2-TZVPD.

Positions of all 23 atoms, in Å:
C (0.397, 0.731, 3.011)
N (1.517, 0.434, 2.185)
C (1.472, -0.029, 0.976)
N (0.427, -0.259, 0.207)
C (0.329, -0.070, -1.209)
C (0.838, 1.362, -1.505)
O (1.518, 2.058, -0.848)
C (-1.164, -0.408, -1.723)
C (-1.502, -1.856, -1.351)
O (-1.837, 0.582, -0.970)
H (-0.308, -0.060, 3.243)
H (0.775, 1.239, 3.887)
H (-0.149, 1.350, 2.389)
H (2.447, 0.429, 2.551)
H (2.472, -0.184, 0.647)
H (-0.401, -0.204, 0.743)
H (1.147, -0.584, -1.699)
H (0.505, 1.703, -2.462)
H (-1.157, -0.194, -2.845)
H (-2.486, -2.176, -1.852)
H (-0.539, -2.436, -1.710)
H (-1.573, -2.011, -0.304)
H (-2.728, 0.583, -1.359)

Results
Total energy ... -496.127887 hartree
Molecular weight ... 145.18 g/mol
Charge ... +1
Structure (SMILES) ... CN/C=[NH+]/[C@H](C=O)[C@@H](C)O
Relative energy (zero: lowest compared OMol25 entry of this formula, charge and spin) ... 204.5 kJ/mol
Frontier orbital gap ... 10.55 eV



[2]
A structure of composition C11H17N3O5Pt at a distorted geometry. Source: the Open Molecules 2025 dataset; level of theory: ωB97M-V/def2-TZVPD.

Positions of all 37 atoms, in Å:
Pt (1.061, -0.671, -0.216)
O (1.488, -2.909, -0.639)
C (0.238, -3.514, -0.996)
C (-0.842, -3.154, 0.006)
N (-0.991, -1.701, 0.121)
C (-1.157, -1.256, 1.506)
C (0.108, -1.579, 2.310)
O (0.018, -1.958, 3.454)
O (1.264, -1.433, 1.669)
C (-1.868, -1.118, -0.873)
C (-1.098, -0.699, -2.135)
O (-1.690, -0.656, -3.188)
O (0.170, -0.323, -1.995)
H (1.701, -3.133, 0.282)
H (0.005, -3.138, -1.992)
H (0.342, -4.598, -1.050)
H (-1.783, -3.629, -0.297)
H (-0.567, -3.553, 0.984)
H (-1.268, -0.170, 1.516)
H (-2.027, -1.703, 1.996)
H (-2.678, -1.785, -1.175)
H (-2.312, -0.199, -0.484)
C (-0.027, 4.336, -1.774)
C (0.501, 3.351, -0.787)
C (0.753, 3.448, 0.565)
C (1.192, 2.177, 0.973)
N (1.221, 1.369, -0.082)
N (0.800, 2.091, -1.138)
C (1.592, 1.696, 2.328)
H (-0.221, 5.289, -1.289)
H (-0.958, 3.973, -2.212)
H (0.682, 4.497, -2.587)
H (0.635, 4.322, 1.185)
H (0.654, 1.610, -2.017)
H (2.221, 2.434, 2.824)
H (2.129, 0.753, 2.252)
H (0.714, 1.530, 2.956)

Results
Total energy ... -1089.135661 hartree
Molecular weight ... 466.35 g/mol
Relative energy (zero: lowest compared OMol25 entry of this formula, charge and spin) ... 62.4 kJ/mol
Frontier orbital gap ... 8.17 eV